19
Properties=species:S:1:pos:R:3 method="wB97M-V/def2-TZVPD" lumo_energy_ev=-3.03 smiles="C=C[C@]1(C)[NH2+][C@H]1C" homo_lumo_gap_ha=0.417 spin_multiplicity=1 charge=+1
C -0.6848 -2.3269 1.2723
C 0.2904 -1.4662 1.0460
C 0.1239 -0.0986 0.3662
C 0.4538 0.9578 1.4105
N -1.2146 0.1954 -0.3075
C -0.0008 -0.0996 -1.1462
C 0.7087 0.9786 -2.0223
H -0.4994 -3.2118 1.7622
H -1.6332 -2.1333 1.1000
H 1.2202 -1.7642 1.3662
H 0.0755 1.9519 1.0400
H 1.5352 1.0646 1.3344
H 0.0487 0.7742 2.4312
H -1.5472 1.1476 -0.2831
H -1.8373 -0.5247 -0.3460
H 0.0642 -1.1430 -1.4535
H 0.4967 2.0898 -1.7146
H 0.3234 0.8586 -2.9512
H 1.8917 0.8822 -1.9909

=====

19
Properties=species:S:1:pos:R:3 method="wB97M-V/def2-TZVPD" lumo_energy_ev=-4.48 smiles="C[C@@H]1[C@@H](C)C=[N+]1C" homo_lumo_gap_ha=0.395 spin_multiplicity=1 charge=+1
C 1.9701 -0.1455 0.4372
C 0.6346 0.3561 0.1319
C -0.8132 -0.0043 1.0036
C -1.5083 1.1547 1.6652
C -1.2663 -0.5671 -0.2598
N -0.1725 -0.3534 -0.9409
C 0.2403 -0.8452 -2.2976
H 1.8924 -1.2960 0.5692
H 2.4875 0.3150 1.4084
H 2.6595 0.1895 -0.3823
H 0.7358 1.4480 -0.0995
H -0.4932 -0.7458 1.7209
H -2.6179 1.1147 1.5589
H -1.1780 2.0182 1.1099
H -1.2032 1.2354 2.6834
H -2.2324 -0.9774 -0.5192
H -0.6261 -1.3251 -2.5766
H 1.0934 -1.6072 -2.2292
H 0.3975 0.0353 -2.9835

=====

19
Properties=species:S:1:pos:R:3 method="wB97M-V/def2-TZVPD" lumo_energy_ev="-3.83 / -3.83" homo_lumo_gap_ha="0.307 / 0.307" spin_multiplicity=1 charge=+1
C -0.1918 -0.2003 -0.6384
C 0.4153 -1.4120 -0.0265
C -0.7534 -2.2536 -0.5301
C -0.0367 1.1075 -0.8977
C -1.9524 -2.3237 0.3646
C 1.0276 2.5500 0.7447
N 1.2012 1.8155 -0.4287
H 1.4199 -1.8514 -0.4320
H 0.5115 -1.4282 1.1281
H -0.5945 -2.7992 -1.4918
H -0.8325 1.8619 -1.0736
H -1.6164 -1.9466 1.2558
H -2.2848 -3.3002 0.2890
H -2.6756 -1.6743 -0.0558
H 0.2410 3.4194 0.7063
H 0.7741 1.9129 1.5802
H 1.8803 3.0085 1.1710
H 1.9510 1.1397 -0.4562
H 1.5162 2.3741 -1.2088

=====

19
Properties=species:S:1:pos:R:3 method="wB97M-V/def2-TZVPD" lumo_energy_ev=-3.36 smiles=C#C[NH2+]C(C)(C)C homo_lumo_gap_ha=0.440 spin_multiplicity=1 charge=+1
C 1.5547 -0.3323 2.4512
C 0.6549 0.1842 1.8920
N -0.3853 0.7066 1.1240
C -0.2146 0.0696 -0.4613
C 1.0321 0.6946 -1.0631
C -0.0531 -1.4073 -0.1151
C -1.4403 0.3695 -1.2051
H 2.2115 -0.9123 3.0960
H -0.6352 1.7287 1.2345
H -1.2397 0.3344 1.5656
H 0.8899 1.7259 -1.2525
H 2.0059 0.4708 -0.4937
H 1.1478 0.1618 -2.0930
H 0.9160 -1.6382 -0.3351
H -0.6376 -1.9709 -0.8360
H -0.4106 -1.6185 0.8313
H -1.3923 0.0410 -2.1491
H -2.3521 -0.0832 -0.8797
H -1.6521 1.4757 -1.3109

=====

19
Properties=species:S:1:pos:R:3 method="wB97M-V/def2-TZVPD" lumo_energy_ev=-4.09 homo_lumo_gap_ha=0.386 spin_multiplicity=1 charge=+1
C -2.4545 1.0713 -1.1343
C -1.3684 1.0114 -1.6066
C -0.5758 -0.1621 0.8541
C -0.8811 -1.5584 1.1193
C 0.9212 1.5486 0.1452
C 1.5450 -0.7918 -0.1683
N 0.5075 0.1618 0.2798
H -3.3510 1.3308 -0.6241
H -0.3978 0.9257 -2.0663
H -1.2720 0.6650 1.1880
H -0.3355 -2.1467 0.4009
H -1.9926 -1.6703 1.1228
H -0.5096 -1.8573 2.1992
H 1.5695 1.5000 -0.7771
H 0.1349 2.2003 -0.0383
H 1.6006 1.9109 0.9329
H 2.2343 -0.4376 -0.9570
H 2.0332 -1.0886 0.7177
H 1.1292 -1.6903 -0.5476

=====

19
Properties=species:S:1:pos:R:3 method="wB97M-V/def2-TZVPD" lumo_energy_ev=-7.13 homo_lumo_gap_ha=0.217 spin_multiplicity=1 charge=+1
C 1.2198 -1.2495 -0.5912
C -0.0302 -1.2604 0.3573
C -0.4472 0.1866 0.6007
C -1.8825 0.6276 0.5850
C 0.2701 2.2409 0.5023
C 0.6197 1.0070 1.0065
N 0.8349 -1.5203 -1.9749
H 1.7400 -0.2966 -0.4228
H 1.8455 -2.0384 -0.2676
H -0.8739 -1.8747 -0.1166
H 0.2757 -1.7105 1.3201
H -2.0862 1.2685 1.4714
H -2.1403 1.2001 -0.3708
H 0.0907 2.3841 -0.5869
H -0.1819 3.0169 1.0650
H 1.3513 0.8164 1.7577
H 0.2914 -0.8340 -2.3814
H -2.5286 -0.2565 0.6472
H 1.6317 -1.7073 -2.6011

=====

19
Properties=species:S:1:pos:R:3 method="wB97M-V/def2-TZVPD" lumo_energy_ev=-3.63 smiles="C=C/C=C/CC[NH3+]" homo_lumo_gap_ha=0.324 spin_multiplicity=1 charge=+1
C -1.7798 -2.2419 0.4338
C -1.4256 -1.1547 1.1163
C -1.3326 0.1707 0.4644
C -0.4116 1.1475 0.7192
C 0.3617 1.7514 -0.4415
C 1.6696 1.0106 -0.4792
N 1.4957 -0.4745 -0.7059
H -2.3251 -1.9688 -0.4731
H -2.0645 -3.2213 0.7977
H -1.2069 -1.1994 2.1811
H -1.7852 0.1865 -0.5208
H -0.3391 1.5758 1.7093
H -0.1977 1.5272 -1.3755
H 0.4021 2.8348 -0.3520
H 2.2969 1.4207 -1.2797
H 2.1914 1.1383 0.4794
H 1.2917 -0.5976 -1.6980
H 2.3381 -1.0312 -0.5369
H 0.8207 -0.8742 -0.0385

=====

20
Properties=species:S:1:pos:R:3 method="wB97M-V/def2-TZVPD" lumo_energy_ev=0.93 smiles=Cc1c[nH]cn1.CC homo_lumo_gap_ha=0.347 spin_multiplicity=1 charge=0
C 1.5785 0.9293 2.0297
C 0.2767 0.1955 1.8395
C -0.9364 0.8374 1.8437
N -1.8683 -0.1168 1.3896
C -1.1215 -1.2373 1.0629
N 0.1379 -1.0726 1.3850
H 1.6314 1.4460 3.0316
H 1.6237 1.6767 1.2467
H 2.4231 0.2626 1.9413
H -1.1659 1.7591 2.3297
H -2.8512 0.0507 1.3821
H -1.5940 -2.0561 0.5802
C 0.6950 -0.1587 -3.1383
C -0.2187 -0.4592 -1.9433
H 0.1952 -0.6252 -4.0085
H 0.9061 0.9277 -3.1913
H 1.6192 -0.6950 -2.9934
H -1.2646 -0.5840 -2.2277
H 0.1210 -1.3654 -1.4050
H -0.1871 0.2852 -1.1544

=====

Energy above the lowest of the compared OMol25 structures with the same formula, charge and spin readings, ordered: 2.622 1.915 5.243 3.470 3.317 5.244 2.292 0.495 eV